Density functional theory data (ωB97M-V with the def2-TZVPD basis set) for a molecular structure, C4H7NO2S at a distorted geometry.

Results
- Energy above the lowest of the compared OMol25 structures with the same formula, charge and spin: 11.258 eV
- E_HOMO: -8.6 eV
- M: 133.17 g/mol
- Lowest unoccupied orbital energy: -1.396 eV
- Calculated total energy: -20671.4788 eV

CARTESIAN COORDINATES (ANGSTROEM)
C: 1.66 0.71 0.79
C: 1.06 0.16 -0.68
C: -0.34 -0.29 -0.62
C: -2.67 -0.13 -0.16
H: 1.10 1.58 1.44
H: 1.88 -0.20 1.64
H: 2.77 1.35 0.27
H: 1.52 0.79 -1.51
H: 2.10 -1.37 0.67
H: -3.23 0.20 0.88
H: -3.36 -0.20 -1.00
N: -0.83 -1.35 -0.19
O: 1.74 -1.06 -1.12
O: -2.00 -1.37 0.22
S: -1.43 1.18 -0.63